DFT (ωB97M-V with the def2-TZVPD basis set) results for a single C13H20N2O3S molecule.

Positions of all 39 atoms, in Å:
C -0.379 4.126 0.561
C 0.072 2.779 0.004
C -1.132 1.935 -0.421
O 0.837 2.176 1.039
C 1.404 0.915 0.778
C 2.413 0.899 -0.377
C 3.248 -0.381 -0.370
N 2.416 -1.557 -0.481
C 2.282 -2.444 0.518
O 2.934 -2.446 1.540
C 1.182 -3.485 0.237
N -0.130 -2.900 0.415
C -0.709 -2.137 -0.537
O -0.177 -1.913 -1.618
C -2.035 -1.601 -0.212
C -2.875 -0.974 -1.092
C -4.074 -0.541 -0.496
C -4.131 -0.835 0.830
S -2.729 -1.652 1.379
H -1.041 3.969 1.409
H -0.901 4.695 -0.203
H 0.485 4.690 0.900
H 0.713 2.954 -0.875
H -1.763 2.515 -1.088
H -0.821 1.034 -0.945
H -1.712 1.652 0.455
H 1.914 0.652 1.709
H 0.621 0.165 0.595
H 1.888 0.975 -1.332
H 3.078 1.759 -0.278
H 3.957 -0.363 -1.204
H 3.804 -0.474 0.567
H 1.745 -1.588 -1.243
H 1.295 -4.320 0.928
H 1.265 -3.836 -0.795
H -0.544 -2.952 1.332
H -2.626 -0.842 -2.130
H -4.856 -0.030 -1.026
H -4.916 -0.620 1.528

Computed properties:
- SMILES = CC(C)OCCCNC(=O)CNC(=O)c1cccs1
- LUMO energy (eV) = 0.1
- DFT total energy (a.u.) = -1240.81591
- relative energy (zero: lowest compared OMol25 entry of this formula, charge and spin) (eV) = 1.012
- Kohn-Sham gap (eV) = 9.44
- 2S+1 = 1
- highest occupied orbital energy (eV) = -9.30